Formula: C4H2O3
Source: the OMol25 dataset
Level of theory: ωB97M-V/def2-TZVPD

Values from the calculation:
F_max ... 0.0741 Eh/bohr
Multiplicity ... 3
Highest occupied orbital energy (alpha / beta) ... -7.2 / -10.6 eV
⟨S²⟩ ... 2.02
LUMO level (alpha / beta) ... 0.36 / -2.14 eV
ΔE to the lowest compared entry with this formula, charge and spin ... 2.91 kcal/mol
DFT total energy ... -10319.0944 eV
Net charge ... 0

Structure (XYZ):
```
9
Properties=species:S:1:pos:R:3:forces:R:3:lowdin_spin:R:1
C 0.6133 1.7487 -0.2716 0.2 0.8 0.1 0.3831
C 1.2134 1.0128 0.5527 0.0 -0.9 0.2 0.5606
C -2.2466 -1.3899 -1.1754 0.2 -0.1 0.1 0.0000
C 1.4757 -0.0576 1.2776 -1.2 -3.2 -1.6 0.5355
O 0.2612 2.5708 -1.0084 -1.0 1.4 -1.6 0.4091
O -3.0510 -1.3767 -2.0070 0.0 0.0 0.0 0.0000
O -1.4323 -1.4144 -0.3468 -0.2 0.1 -0.2 0.0010
H 2.0501 0.0001 2.1268 1.2 -0.2 1.9 0.0529
H 1.1164 -1.0938 0.8521 0.8 2.1 1.0 0.0578
```
Positions in Å, forces in eV/Å.

---

Formula: C4H13N3
Source: the OMol25 dataset
Level of theory: ωB97M-V/def2-TZVPD

Values from the calculation:
F_max ... 0.0803 Eh/bohr
Highest occupied orbital energy ... -8.0 eV
LUMO level ... 1.04 eV
ΔE to the lowest compared entry with this formula, charge and spin ... 58.81 kcal/mol
DFT total energy ... -8826.8622 eV
Net charge ... 0

Structure (XYZ):
```
20
Properties=species:S:1:pos:R:3:forces:R:3:lowdin_charge:R:1
N 0.9914 -2.9436 1.0381 -1.0 -1.2 0.5 -0.0179
C -0.0014 -1.9356 0.5105 2.3 -2.6 1.4 -0.2533
C 0.0831 -0.5959 1.1608 -0.1 0.8 -3.0 -0.2311
N -0.7828 0.2027 0.3310 -1.5 2.6 -2.8 -0.1105
C -0.5801 0.7497 -1.1091 -0.7 1.0 2.4 -0.1545
C -0.3350 2.3717 -1.1289 0.4 -2.4 -1.3 -0.2663
N 0.4526 2.6114 0.0650 -1.9 -1.3 0.0 -0.0163
H 0.6626 -3.9416 1.0782 -0.5 1.6 0.3 0.0747
H 1.7220 -3.1002 0.3936 1.3 0.6 -0.9 0.0224
H 0.0858 -1.8914 -0.5466 0.2 0.5 -1.0 0.0904
H -0.9428 -2.3556 0.7019 -1.6 -0.3 0.3 0.0934
H 1.0624 -0.1410 1.2433 0.5 -0.3 -0.1 0.1106
H -0.3765 -0.4907 2.0788 -0.6 -0.5 2.3 0.0966
H -1.7548 0.2165 0.5917 0.2 0.0 0.1 0.1002
H -1.4717 0.5963 -1.7422 0.4 -0.5 0.4 0.0985
H 0.2786 0.2257 -1.4714 0.6 -0.2 -0.7 0.0811
H -1.3634 2.7919 -1.1413 0.9 0.4 -0.1 0.0930
H 0.3130 2.5900 -2.0814 -1.7 -0.2 1.3 0.1241
H 1.0718 3.3388 -0.0906 1.7 1.4 -0.2 0.0314
H 0.8853 1.7008 0.1185 1.0 0.6 1.0 0.0334
```
Positions in Å, forces in eV/Å.

---

Formula: C45H42I2N5O4RbTe
Source: the OMol25 dataset
Level of theory: ωB97M-V/def2-TZVPD

Values from the calculation:
F_max ... 0.0440 Eh/bohr
Highest occupied orbital energy ... -2.8 eV
LUMO level ... 3.28 eV
ΔE to the lowest compared entry with this formula, charge and spin ... 9.77 kcal/mol
DFT total energy ... -87139.3738 eV
Net charge ... -2

Structure (XYZ):
```
100
Properties=species:S:1:pos:R:3:forces:R:3:lowdin_charge:R:1
Rb -0.1679 -1.1198 0.6259 -0.2 0.2 0.3 0.7120
I 5.5015 -5.0282 5.6541 -0.1 -0.1 -0.1 0.7357
C 3.7664 -4.5948 4.5591 -0.5 0.9 0.5 -0.7650
C 2.8590 -3.6463 5.0363 -0.5 -0.1 -1.5 -0.2333
C 1.8386 -3.2167 4.1708 0.1 -0.2 1.8 -0.6079
I 0.3878 -1.8186 4.8053 0.4 -0.1 0.0 0.9009
C 1.5604 -3.7831 2.9177 -0.4 0.0 -1.1 -0.5424
O 0.5776 -3.4536 2.1946 -0.2 0.3 0.0 -0.2183
C 2.5405 -4.7148 2.4649 -0.1 0.5 -0.6 -0.1512
C 2.5538 -5.2037 1.0337 0.2 1.7 -0.4 -0.1402
N 2.2875 -4.0971 0.0606 0.2 -0.1 0.2 -0.0346
C 1.7600 -4.5904 -1.2100 -0.2 0.8 0.8 -0.1744
C 0.8173 -3.6198 -1.8786 1.1 -0.7 -0.6 -0.2907
C 1.1315 -3.1890 -3.1501 -0.1 0.1 0.2 -0.0239
C 0.1813 -2.4996 -3.8508 -0.7 0.3 -0.4 -0.0708
C -1.0609 -2.3307 -3.2775 -0.9 -0.1 0.5 -0.0512
C -1.3077 -2.7977 -1.9790 0.4 0.9 -1.2 -0.1340
N -0.3346 -3.3661 -1.3061 -0.5 -1.0 1.4 0.0658
C 3.5884 -5.0277 3.2639 0.2 -0.7 0.0 -0.1694
H 2.9464 -3.2290 6.0033 0.1 0.4 0.8 0.0619
H 1.8301 -5.9335 0.8369 -1.6 -1.4 0.1 0.0861
H 3.4899 -5.7239 0.7912 0.2 0.4 0.1 0.1138
H 1.5956 -3.4530 0.4802 0.3 -0.9 0.0 0.0522
H 1.1808 -5.5000 -1.0936 -0.3 -0.5 0.3 0.1125
H 2.5445 -4.8374 -1.9094 0.5 0.0 -0.2 0.1018
H 2.0858 -3.4024 -3.5596 0.7 -0.1 -0.3 0.1014
H 0.3610 -2.1228 -4.8425 0.2 0.1 -0.3 0.0974
H -1.8823 -1.8627 -3.7936 0.0 0.2 -0.3 0.1029
H -2.2630 -2.6449 -1.4912 0.0 0.1 0.2 0.1009
H 4.2230 -5.7058 2.7803 1.5 -0.9 -0.1 0.0787
C 2.1283 3.1940 2.8707 0.9 0.1 -0.4 -0.0508
C 1.9951 1.8787 2.1557 -0.6 0.1 -0.9 -0.2880
N 1.0923 1.6896 1.2581 0.1 -0.3 0.7 -0.0033
N 0.1814 2.6815 1.0585 1.1 0.4 1.0 0.0464
C -0.5509 2.3932 0.0170 -0.5 -0.1 -0.8 -0.5447
O -0.4947 1.3441 -0.6747 -0.5 0.3 -0.6 -0.2932
C -1.4831 3.5135 -0.3862 0.2 -0.5 0.3 -0.1239
C -1.3701 4.7886 0.1406 1.3 -0.3 0.4 -0.0475
C -2.1595 5.8059 -0.3293 -0.8 0.9 -0.6 -0.1153
C -3.1286 5.5580 -1.3015 -0.2 -0.3 -0.8 -0.1015
C -3.2601 4.2461 -1.7846 -1.6 1.3 -0.7 -0.1101
C -2.4484 3.2621 -1.3364 0.2 -1.5 0.4 -0.0567
C 2.9343 0.7492 2.3515 -0.5 0.6 0.3 -0.2321
C 3.7518 0.7640 3.4870 -0.1 0.0 0.6 -0.0465
C 4.4797 -0.3679 3.7289 0.8 -1.5 0.2 -0.0870
C 4.4895 -1.4548 2.8374 -0.6 1.1 0.4 -0.0514
C 3.6084 -1.3661 1.7702 -0.3 -0.2 -0.1 -0.1319
N 2.8506 -0.3065 1.5177 0.1 0.8 0.7 0.1011
H 2.0160 3.9942 2.1485 -0.5 0.1 -0.2 0.0622
H 3.1450 3.3463 3.2130 0.2 -0.2 0.5 0.0526
H 1.4312 3.3596 3.6764 -0.3 -0.1 0.3 0.0741
H -0.5414 4.9448 0.8454 -0.6 0.1 -0.2 0.1098
H -2.0081 6.8223 0.0106 0.0 0.0 0.2 0.0890
H -3.7512 6.3383 -1.7882 0.5 -0.4 0.7 0.0966
H -4.0595 3.9885 -2.5061 0.5 0.3 0.4 0.1077
H -2.6084 2.2335 -1.6419 0.3 0.1 -0.2 0.1105
H 3.7570 1.5247 4.3012 -0.3 -0.4 -1.1 0.1174
H 4.9696 -0.4982 4.6941 0.2 0.2 -0.3 0.1039
H 5.0301 -2.3489 3.0650 0.2 -0.4 0.0 0.0869
H 3.3422 -2.1945 1.1255 0.7 -0.3 -0.1 0.0896
C -4.5450 4.3929 2.8824 1.5 0.0 1.5 -0.0656
C -4.6661 2.9804 2.4123 0.6 -0.7 0.6 -0.3053
C -5.1425 2.7113 1.1636 -0.7 0.6 -1.6 -0.0467
C -5.0985 1.4486 0.5485 -0.5 -0.2 -0.3 -0.1850
C -5.4952 1.3279 -0.9453 -0.4 -0.3 1.2 -0.0302
C -4.5671 0.3713 1.2612 1.0 0.5 0.7 -0.0391
C -4.0347 0.6377 2.5629 0.1 -0.9 -0.6 -0.1979
C -3.2434 -0.4254 3.3051 -0.8 -1.7 0.0 -0.0537
C -4.1202 1.8983 3.1056 0.1 0.8 2.1 -0.0325
C -4.3215 -0.9923 0.5873 -1.4 0.2 -0.4 -0.7015
O -5.3395 -1.6593 0.3055 0.0 0.1 0.3 -0.0414
O -3.1459 -1.2576 0.2978 1.2 -0.1 0.1 -0.0900
H -3.7856 4.8962 2.2916 0.4 0.0 -0.1 0.0594
H -4.1869 4.5040 3.9707 -0.8 -0.3 -1.5 0.0987
H -5.4088 4.9732 2.6846 -1.2 0.5 0.2 0.0486
H -5.5160 3.5845 0.5869 0.2 -0.7 0.1 0.1189
H -6.2337 2.0888 -1.2011 0.5 0.6 -0.1 0.0607
H -6.0671 0.4232 -1.1994 0.8 -0.2 0.4 0.0732
H -4.5450 1.3931 -1.4882 -0.6 0.0 -0.4 0.0636
H -3.7663 -1.4396 3.3554 0.5 1.3 -0.4 0.1124
H -3.0259 -0.1999 4.3417 -0.1 0.5 0.2 0.0542
H -2.2788 -0.6369 2.8418 -0.1 0.1 -0.2 0.0356
H -3.7797 2.0768 4.1877 -0.2 -0.3 -1.7 0.1303
C 3.4429 0.9710 -3.5460 -0.1 -0.4 0.0 -0.4609
Te 1.9662 1.2356 -1.9834 0.3 -0.2 0.4 1.3714
C 0.5849 1.2499 -3.5745 -0.4 0.2 -1.6 -0.4345
C 1.3552 0.8628 -4.8777 -1.5 0.4 1.5 -0.2798
C 0.6711 0.5272 -6.0314 0.2 -0.1 -0.9 -0.0603
C 1.3785 -0.0414 -7.0937 -1.7 0.3 -0.8 -0.1134
C 2.7313 -0.2837 -7.0299 -0.9 0.8 1.8 -0.1068
C 3.3987 0.0643 -5.8733 -1.6 0.8 0.0 -0.0337
C 2.7091 0.6919 -4.8144 1.3 -1.2 -0.3 -0.2991
H 4.1108 0.1332 -3.3605 0.0 -0.1 0.3 0.0482
H 4.0675 1.8246 -3.6906 0.4 0.8 0.1 0.0336
H 0.1005 2.2583 -3.6733 0.3 -1.0 0.1 0.0692
H -0.1718 0.4560 -3.4049 0.3 0.8 0.1 0.0460
H -0.3960 0.7336 -6.1161 0.2 -0.2 0.1 0.1158
H 0.8337 -0.2940 -8.0229 0.3 0.1 0.6 0.1010
H 3.1792 -0.7294 -7.8410 1.3 -1.0 -1.6 0.0676
H 4.4206 -0.1277 -5.7864 1.6 -0.2 0.2 0.0883
```
Positions in Å, forces in eV/Å.

---

Formula: C13H21AlN3O5
Source: the OMol25 dataset
Level of theory: ωB97M-V/def2-TZVPD

Values from the calculation:
F_max ... 0.0537 Eh/bohr
Highest occupied orbital energy ... -4.9 eV
LUMO level ... 3.03 eV
ΔE to the lowest compared entry with this formula, charge and spin ... 55.02 kcal/mol
DFT total energy ... -35130.4353 eV
Net charge ... -1

Structure (XYZ):
```
43
Properties=species:S:1:pos:R:3:forces:R:3:lowdin_charge:R:1
C 4.7105 0.8126 0.5009 0.1 0.7 -1.1 -0.1485
C 3.8339 1.8972 -0.2750 0.3 -0.3 0.3 -0.2388
C 2.2684 1.8153 0.1082 1.1 0.6 0.8 -0.2933
N 2.1220 0.8960 1.2644 -1.5 -0.3 -0.6 -0.0889
Al 1.2568 -0.7290 0.8272 0.6 -0.1 0.1 0.1120
O 2.3972 -2.1122 1.2369 -0.6 1.2 -0.6 -0.1934
O 0.6897 -1.0112 -0.9231 -0.4 -1.7 0.5 -0.1043
C -0.2168 -2.0850 -0.8159 0.7 -0.9 0.4 -0.5469
N 0.4315 -3.4424 -0.6178 1.3 0.3 -1.0 0.0437
N -1.0105 -2.2831 -2.0590 -0.7 1.0 -0.1 0.0660
C -1.0092 -1.8626 0.6002 -0.4 -0.5 2.7 -0.4447
O -0.6839 -3.0203 1.4213 -0.9 -0.4 -0.2 -0.0641
C -2.5907 -1.8192 0.6233 -0.4 0.3 -0.2 -0.0111
C -3.1948 -0.4520 1.0733 -0.2 0.8 0.3 -0.3193
O -3.9767 -0.4216 2.0103 0.5 -0.2 -0.5 0.0532
C -2.9003 0.8960 0.3646 0.9 1.5 -1.6 -0.1065
C -2.2166 0.8853 -0.9248 -0.2 0.9 0.5 -0.0072
C -1.9044 2.0801 -1.6940 -1.2 0.0 2.1 -0.0664
C -2.2983 3.3778 -1.1569 -0.2 -2.4 0.7 -0.0934
C -2.9672 3.4113 0.1444 0.4 -1.1 -0.6 -0.0957
C -3.2761 2.2038 0.9149 0.9 -0.1 -1.9 -0.0141
O -0.5047 -0.7960 1.4054 0.6 -0.6 -2.0 -0.0968
H 4.7033 0.9755 1.6032 -0.3 -0.4 -0.9 0.0642
H 5.7898 0.9239 0.1732 -1.1 -0.2 0.1 0.0588
H 4.3269 -0.1914 0.1967 0.5 0.6 0.7 0.0547
H 3.9775 1.7567 -1.3876 -0.1 0.2 1.1 0.0890
H 4.2663 2.8953 0.0242 -0.6 -0.7 -0.5 0.0822
H 1.9724 2.8477 0.4438 0.1 -0.8 -0.6 0.0966
H 1.6330 1.5260 -0.7712 0.6 0.3 0.6 0.0868
H 1.6730 1.3662 2.0572 0.2 -0.1 -0.6 0.0473
H 2.7982 -2.3786 0.3939 -0.3 -0.1 0.5 -0.0066
H 1.2042 -3.5453 -1.2933 -0.4 0.4 0.2 0.0781
H -0.2464 -4.1642 -0.8848 0.2 0.4 0.4 0.0742
H -0.4656 -2.9019 -2.6663 -0.1 0.6 0.3 0.0682
H -1.8799 -2.7927 -1.8921 0.3 0.2 0.2 0.0545
H -0.3017 -2.7004 2.2532 -0.2 0.3 -0.6 0.1015
H -3.0913 -2.1230 -0.3341 0.5 0.4 0.6 0.1135
H -2.9197 -2.5710 1.3924 0.3 0.9 -0.7 0.1293
H -1.8985 -0.0993 -1.3403 -0.2 1.0 0.3 0.0878
H -1.3834 1.9491 -2.6657 -0.4 0.3 0.9 0.0985
H -2.0816 4.2810 -1.7728 -0.3 -0.7 0.9 0.0879
H -3.2450 4.4210 0.5394 0.2 -1.1 -0.2 0.0860
H -3.7914 2.2846 1.9020 0.6 -0.2 -1.0 0.1063
```
Positions in Å, forces in eV/Å.